A structure of composition C50H41F6N6OS3Zr at a distorted geometry, computed with ωB97M-V/def2-TZVPD.

ORCA input file:
```
! wB97M-V def2-TZVPD RIJCOSX def2/J DEFGRID3
* xyz 3 1
N 1.91 0.09 -0.81
H 1.81 2.83 2.16
C 3.82 -4.50 -0.52
H 6.00 3.72 2.35
H -1.72 5.00 3.47
H 0.80 -0.45 2.76
C -2.11 3.99 -3.81
C -5.99 -1.09 -0.08
C 1.78 2.34 -2.06
C -1.46 2.58 -1.55
H 1.92 4.07 -5.47
C 2.12 4.32 -3.35
H 3.75 3.77 3.38
H 3.57 -1.00 -2.16
H -0.88 4.47 -0.69
C 4.45 -2.96 -2.27
C 3.01 -3.54 0.04
H 4.39 1.80 -1.12
H -2.13 0.83 -2.59
H -2.44 -3.27 5.86
F -2.48 -2.83 -4.14
H -6.69 -0.73 -0.83
C -0.26 -3.72 -2.60
C -1.38 3.54 1.94
H -0.18 -3.61 4.83
C -1.02 -3.25 4.25
F -0.07 -3.88 -3.90
C -1.96 2.51 1.22
H -4.07 4.36 3.82
C -1.59 4.66 -2.70
H 1.30 0.53 -3.13
H 1.38 1.67 -5.34
H -1.46 5.73 -2.73
C -2.27 -3.07 4.81
C 2.67 -0.68 1.73
C 1.52 1.59 -3.20
S 1.68 1.59 -0.47
C 3.00 2.28 0.46
H -4.27 -0.74 -1.29
C -4.64 -1.10 -0.35
C -2.15 4.20 2.89
H -2.71 2.11 -4.64
C -1.26 3.95 -1.56
C -1.71 -3.96 -2.14
C 5.34 2.75 0.56
C -6.43 -1.57 1.14
C 2.79 2.82 1.72
Zr -1.41 -1.79 -0.01
H -7.49 -1.61 1.38
H 5.01 -2.74 -3.16
H -4.30 -2.51 4.43
H 2.44 -3.76 0.94
F 0.08 -2.42 -2.29
C -3.48 3.83 3.09
C -0.85 -2.96 2.91
C 4.26 2.22 -0.13
H -3.71 1.33 0.81
C 1.87 3.59 -4.50
H 0.11 -3.07 2.42
C -1.98 1.89 -2.64
N -1.85 -2.50 2.13
S 1.86 -1.14 0.23
C -5.50 -2.01 2.06
C -4.15 -1.96 1.73
C -3.31 -2.64 4.01
C 1.88 -0.37 2.83
H 4.37 0.35 5.01
N 0.52 -1.71 0.54
F -3.93 -3.24 -2.59
H 2.36 5.37 -3.41
H -5.82 -2.39 3.02
H -2.13 -5.60 -3.47
S -1.11 1.65 -0.07
C -4.04 2.80 2.35
H 1.90 0.23 4.89
N 0.42 1.97 0.36
C -3.08 -2.39 2.67
C -3.29 2.13 1.40
N -3.73 -1.55 0.53
H 2.27 4.26 -1.21
C 3.89 0.07 4.08
C -2.65 -2.97 -2.84
H -5.08 2.53 2.50
C 4.54 -4.21 -1.68
H 5.18 -4.96 -2.12
O -1.72 -3.59 -0.81
C -2.13 -5.39 -2.40
H 5.74 -0.18 3.03
C 2.93 -2.29 -0.56
H -2.38 4.55 -4.70
C 4.06 -0.60 1.78
F 0.58 -4.50 -1.95
C 4.67 -0.22 2.97
F -2.44 -1.69 -2.28
C -2.30 2.61 -3.78
C 2.50 0.00 4.01
H -1.44 -6.07 -1.91
H 3.90 -5.48 -0.07
H -3.13 -5.56 -2.01
H 4.66 -0.86 0.91
C 3.89 3.34 2.40
H 6.32 2.73 0.11
C 1.57 2.23 -4.43
H -0.35 3.82 1.78
N -1.55 0.25 -0.20
C 5.15 3.30 1.82
C 3.65 -1.98 -1.71
C 2.07 3.70 -2.11
*
```

Calculated values
Strongest force on any atom   1.1 eV Å⁻¹
Frontier orbital gap   0.3132 hartree
DFT total energy   -4173.71105 Eh